{
  "formula": "C25H31BF4GeMnN7S",
  "method": "ωB97M-V/def2-TZVPD",
  "species": ["Mn", "C", "C", "C", "C", "N", "C", "N", "C", "N", "C", "N", "C", "C", "C", "C", "C", "N", "C", "C", "C", "C", "C", "C", "H", "H", "H", "H", "H", "H", "H", "H", "H", "H", "H", "H", "C", "N", "C", "S", "N", "C", "H", "H", "H", "H", "H", "H", "H", "H", "F", "B", "F", "F", "F", "C", "Ge", "C", "C", "C", "H", "H", "H", "H", "H", "H", "H", "H", "H", "H", "H"],
  "coordinates": [[0.826, 0.045, 0.103], [0.748, 3.932, 2.289], [1.213, 4.834, 1.332], [1.118, 4.498, 0.005], [0.580, 3.253, -0.360], [0.221, 2.350, 0.563], [0.276, 2.715, 1.855], [0.345, 3.071, -1.711], [0.099, 1.938, -2.274], [0.143, 0.656, -1.790], [-0.195, -0.211, -2.813], [-0.235, -1.491, -2.873], [0.289, -2.364, -1.927], [0.095, -3.726, -2.183], [0.718, -4.662, -1.390], [1.550, -4.230, -0.362], [1.660, -2.873, -0.147], [1.017, -1.958, -0.881], [-0.546, 0.587, -4.021], [-0.958, 0.205, -5.282], [-1.159, 1.213, -6.219], [-0.940, 2.552, -5.894], [-0.515, 2.920, -4.622], [-0.327, 1.908, -3.701], [0.774, 4.155, 3.346], [1.632, 5.787, 1.628], [1.428, 5.164, -0.788], [-0.048, 1.964, 2.562], [-0.528, -4.000, -3.022], [0.576, -5.719, -1.579], [2.097, -4.922, 0.264], [2.285, -2.474, 0.641], [-1.113, -0.840, -5.517], [-1.484, 0.957, -7.220], [-1.100, 3.313, -6.648], [-0.330, 3.951, -4.353], [-3.050, 2.477, -0.508], [-2.512, 1.142, -0.410], [-3.023, 0.128, 0.319], [-2.179, -1.311, 0.470], [-4.215, 0.377, 0.913], [-4.947, -0.580, 1.713], [-2.445, 3.031, -1.223], [-3.022, 3.014, 0.447], [-4.078, 2.470, -0.885], [-1.569, 0.994, -0.741], [-4.645, 1.270, 0.752], [-4.283, -1.410, 1.940], [-5.818, -0.965, 1.178], [-5.274, -0.116, 2.644], [4.693, -0.079, -1.479], [4.346, 0.155, -0.154], [5.035, 1.236, 0.378], [4.514, -0.995, 0.621], [2.918, 0.484, -0.122], [1.077, -1.509, 5.234], [1.202, -1.967, 3.312], [-0.166, -3.355, 3.036], [2.978, -2.806, 3.119], [0.888, -0.413, 2.224], [1.274, -2.387, 5.855], [0.085, -1.125, 5.482], [1.813, -0.741, 5.481], [-0.119, -4.106, 3.827], [-0.034, -3.853, 2.073], [-1.157, -2.898, 3.035], [3.377, -3.038, 4.109], [3.673, -2.135, 2.613], [2.924, -3.738, 2.553], [1.620, 0.333, 2.578], [-0.093, -0.081, 2.602]],
  "atomic_forces_ev_per_a": [[0.310, -0.449, 0.869], [0.006, 0.048, -0.030], [0.001, -0.018, 0.049], [-0.017, -0.004, -0.047], [-0.013, 0.055, -0.012], [0.002, 0.163, -0.097], [0.078, -0.128, -0.017], [-0.034, 0.005, 0.054], [0.025, -0.034, -0.225], [-0.012, 0.105, -0.325], [-0.104, 0.044, -0.077], [0.096, -0.050, 0.061], [-0.099, 0.052, -0.076], [-0.003, -0.042, 0.007], [0.000, 0.011, 0.009], [-0.006, 0.000, -0.032], [0.008, 0.065, 0.038], [0.111, -0.063, -0.234], [0.030, -0.147, 0.087], [-0.035, 0.019, -0.066], [0.009, -0.034, 0.030], [0.003, 0.020, 0.036], [-0.024, 0.029, -0.063], [0.048, 0.069, 0.138], [0.007, 0.009, -0.001], [-0.005, 0.004, 0.000], [0.004, 0.020, 0.016], [0.009, -0.007, -0.011], [0.005, -0.008, -0.001], [0.008, -0.002, -0.002], [-0.010, -0.006, 0.007], [0.019, -0.004, 0.011], [0.001, 0.002, 0.001], [-0.005, 0.002, 0.001], [0.006, -0.001, -0.002], [0.000, 0.000, -0.005], [-0.024, 0.022, 0.031], [-0.270, -0.126, 0.066], [0.090, 0.333, -0.057], [-0.020, -0.070, -0.039], [0.008, -0.055, -0.001], [0.004, 0.002, -0.015], [0.017, 0.014, 0.020], [-0.008, -0.020, 0.014], [-0.012, 0.002, -0.015], [-0.036, -0.079, -0.028], [0.018, 0.027, -0.002], [0.004, 0.006, 0.010], [0.001, -0.009, -0.001], [-0.011, 0.000, -0.003], [-0.017, 0.018, 0.003], [0.070, -0.095, -0.012], [-0.012, 0.005, 0.008], [-0.022, -0.020, 0.013], [-0.113, 0.200, -0.111], [0.010, -0.014, 0.038], [0.000, -0.086, -0.034], [-0.021, -0.013, -0.053], [0.017, 0.040, 0.009], [-0.060, 0.219, 0.062], [-0.009, 0.011, 0.014], [0.000, 0.010, -0.015], [-0.006, 0.005, 0.010], [-0.007, -0.008, -0.006], [-0.004, 0.008, 0.010], [-0.022, -0.019, 0.022], [0.013, -0.021, -0.007], [0.013, -0.021, -0.020], [0.004, 0.005, -0.009], [-0.008, -0.031, 0.042], [-0.003, 0.034, -0.033]],
  "relative_energy_kcal_mol": 0.0,
  "e_tot_ha": -5405.38598,
  "homo_lumo_gap_ev": [6.026, 7.027],
  "multiplicity": 6,
  "largest_force_ev_per_a": 1.0,
  "homo_energy_ev": [-4.1126, -5.1568],
  "total_charge": -1,
  "s2": 8.7585
}

{
  "formula": "C3H3N2O2",
  "method": "ωB97M-V/def2-TZVPD",
  "species": ["C", "C", "C", "N", "N", "O", "O", "H", "H", "H"],
  "coordinates": [[1.135, 1.715, -0.200], [-2.810, 1.449, 0.049], [1.780, -3.424, 0.689], [0.553, 1.097, -0.930], [1.907, -3.230, 1.824], [-3.428, 0.479, 0.205], [-2.246, 2.432, -0.251], [1.465, 2.231, 0.702], [0.478, 0.758, -1.876], [1.165, -3.508, -0.212]],
  "atomic_forces_ev_per_a": [[0.353, 1.250, 3.025], [-0.828, 0.119, -1.021], [-1.651, 0.416, 1.017], [0.079, -0.703, -2.315], [0.540, -0.204, -1.358], [0.696, 0.572, 0.383], [0.129, -0.746, 0.665], [0.283, 0.041, -0.409], [-0.698, -0.518, -0.290], [1.096, -0.228, 0.304]],
  "relative_energy_kcal_mol": 47.8,
  "e_tot_ha": -375.74528,
  "homo_lumo_gap_ev": 8.798,
  "largest_force_ev_per_a": 3.3,
  "homo_energy_ev": -15.3593,
  "total_charge": 1
}

{
  "formula": "C38H64N3O4Tl",
  "method": "ωB97M-V/def2-TZVPD",
  "species": ["Tl", "C", "C", "C", "C", "C", "C", "C", "N", "C", "C", "C", "C", "C", "C", "O", "C", "C", "C", "C", "C", "C", "C", "C", "C", "O", "C", "C", "C", "C", "C", "C", "H", "H", "H", "H", "H", "H", "H", "H", "H", "H", "H", "H", "H", "H", "H", "H", "H", "H", "H", "H", "H", "H", "H", "H", "H", "H", "H", "H", "H", "H", "H", "H", "H", "H", "H", "H", "H", "H", "H", "H", "C", "O", "C", "C", "O", "C", "H", "H", "H", "H", "H", "H", "H", "H", "H", "H", "C", "C", "N", "C", "C", "C", "C", "N", "H", "H", "H", "H", "H", "H", "H", "H", "H", "H", "H", "H", "H", "H"],
  "coordinates": [[-1.158, 1.286, -1.511], [4.269, -2.319, 2.809], [4.411, -0.805, 2.990], [5.799, -0.378, 2.497], [4.271, -0.482, 4.485], [3.357, -0.035, 2.212], [2.454, -0.627, 1.381], [1.453, 0.124, 0.719], [0.551, -0.394, -0.103], [0.584, -1.555, -0.748], [1.745, -2.283, -1.104], [1.670, -3.431, -1.839], [0.384, -3.957, -2.129], [-0.781, -3.316, -1.833], [-0.725, -2.010, -1.210], [-1.736, -1.294, -1.024], [-2.151, -3.884, -2.171], [-2.954, -3.994, -0.866], [-2.088, -5.274, -2.813], [-2.862, -2.927, -3.139], [2.888, -4.155, -2.392], [2.922, -5.596, -1.860], [2.804, -4.165, -3.927], [4.198, -3.469, -1.995], [1.285, 1.546, 1.013], [0.334, 2.198, 0.503], [2.283, 2.150, 1.867], [3.275, 1.369, 2.386], [2.143, 3.618, 2.252], [2.058, 4.494, 0.996], [3.308, 4.137, 3.100], [0.853, 3.761, 3.073], [5.020, -2.837, 3.402], [4.412, -2.607, 1.770], [3.289, -2.657, 3.137], [6.574, -0.887, 3.065], [5.937, 0.694, 2.611], [5.921, -0.626, 1.445], [4.956, -1.093, 5.070], [3.256, -0.685, 4.822], [4.496, 0.561, 4.687], [2.411, -1.699, 1.271], [2.693, -1.823, -0.876], [0.339, -4.907, -2.640], [-2.443, -4.653, -0.167], [-3.945, -4.395, -1.062], [-3.055, -3.011, -0.417], [-1.615, -5.995, -2.149], [-1.556, -5.251, -3.761], [-3.100, -5.619, -3.012], [-2.984, -1.955, -2.672], [-3.842, -3.316, -3.400], [-2.279, -2.806, -4.048], [2.065, -6.171, -2.202], [2.927, -5.595, -0.771], [3.823, -6.099, -2.205], [1.912, -4.678, -4.277], [3.672, -4.671, -4.345], [2.781, -3.146, -4.308], [4.305, -3.434, -0.913], [4.241, -2.458, -2.396], [5.040, -4.029, -2.397], [4.023, 1.834, 3.006], [2.929, 4.343, 0.362], [2.010, 5.545, 1.274], [1.162, 4.239, 0.447], [4.257, 4.034, 2.577], [3.367, 3.620, 4.056], [3.148, 5.196, 3.302], [-0.004, 3.406, 2.508], [0.692, 4.801, 3.343], [0.931, 3.169, 3.981], [2.034, 2.792, -2.545], [0.874, 3.019, -3.317], [0.410, 4.347, -3.267], [-0.382, 4.684, -2.005], [-1.721, 4.271, -2.154], [-2.463, 4.550, -0.993], [2.840, 3.474, -2.849], [2.341, 1.766, -2.739], [1.852, 2.916, -1.477], [-0.250, 4.463, -4.130], [1.255, 5.045, -3.357], [-0.345, 5.771, -1.824], [0.053, 4.176, -1.138], [-2.358, 5.606, -0.712], [-2.133, 3.924, -0.160], [-3.505, 4.340, -1.223], [-6.188, 0.287, 2.985], [-6.180, -0.182, 1.530], [-5.574, 0.744, 0.595], [-6.485, 1.615, -0.123], [-6.724, 2.940, 0.604], [-4.223, 0.846, 0.417], [-3.311, 0.091, 1.332], [-3.645, 1.576, -0.457], [-6.730, -0.437, 3.588], [-6.676, 1.252, 3.083], [-5.178, 0.372, 3.373], [-7.215, -0.341, 1.210], [-5.670, -1.146, 1.465], [-7.437, 1.091, -0.256], [-6.088, 1.810, -1.122], [-7.315, 2.787, 1.503], [-7.261, 3.627, -0.045], [-5.774, 3.388, 0.883], [-3.660, -0.910, 1.560], [-3.189, 0.644, 2.262], [-2.344, 0.026, 0.837], [-4.246, 2.106, -1.074]],
  "atomic_forces_ev_per_a": [[0.117, -0.221, -0.039], [-0.005, 0.236, 0.003], [0.032, -0.140, 0.032], [-0.137, -0.047, 0.046], [0.035, -0.087, -0.149], [-0.134, -0.592, -0.241], [0.366, -0.097, 0.291], [-0.067, 0.115, -0.213], [-0.323, 0.161, -0.016], [-0.226, 0.102, 0.170], [0.376, -0.297, -0.304], [0.513, 0.393, 0.338], [-0.581, 0.102, 0.033], [-0.085, -0.388, -0.345], [0.033, 0.351, 0.208], [0.016, -0.096, 0.008], [-0.149, -0.059, -0.028], [0.077, 0.064, -0.115], [0.051, 0.319, 0.145], [-0.005, -0.007, 0.129], [0.144, -0.009, 0.001], [-0.003, 0.182, -0.062], [0.038, -0.012, 0.188], [-0.241, -0.100, -0.045], [-0.325, -0.117, -0.336], [0.026, -0.074, 0.139], [0.327, 0.274, 0.337], [-0.293, 0.357, -0.188], [0.010, 0.134, -0.074], [-0.112, -0.037, 0.156], [-0.218, -0.131, -0.088], [0.079, -0.067, -0.103], [0.093, -0.015, 0.071], [-0.028, -0.056, -0.125], [-0.104, -0.092, 0.013], [0.135, -0.051, 0.085], [0.086, 0.136, 0.007], [0.025, -0.018, -0.107], [0.095, -0.052, 0.064], [-0.097, -0.021, 0.066], [0.006, 0.144, 0.086], [0.106, -0.079, -0.024], [0.152, -0.041, 0.011], [-0.057, -0.094, -0.042], [0.014, -0.103, 0.108], [-0.165, -0.094, -0.047], [-0.074, 0.038, 0.119], [0.100, -0.115, 0.028], [0.112, -0.045, -0.119], [-0.117, -0.028, -0.009], [-0.057, 0.034, -0.081], [-0.162, -0.121, -0.083], [0.057, -0.010, -0.182], [-0.091, -0.087, 0.010], [-0.012, -0.038, 0.084], [0.085, -0.076, -0.057], [-0.114, -0.062, -0.054], [0.099, -0.069, -0.072], [-0.005, 0.079, -0.057], [0.051, 0.072, 0.121], [0.063, 0.118, 0.034], [0.069, -0.040, -0.052], [0.070, 0.107, 0.140], [0.130, 0.005, -0.108], [0.028, 0.149, 0.054], [0.023, 0.052, -0.106], [0.135, -0.010, -0.024], [0.074, -0.038, 0.096], [0.007, 0.022, 0.026], [-0.096, 0.016, -0.071], [-0.036, 0.200, 0.081], [-0.009, -0.033, 0.190], [0.086, 0.065, -0.111], [-0.025, -0.104, -0.081], [-0.224, 0.129, 0.195], [0.339, -0.010, -0.212], [-0.057, 0.046, -0.302], [-0.013, 0.121, 0.054], [-0.019, -0.053, 0.013], [0.040, -0.040, 0.046], [-0.032, -0.014, 0.111], [0.058, 0.133, 0.046], [-0.046, -0.034, -0.030], [-0.008, -0.093, -0.009], [0.086, 0.072, -0.009], [-0.059, -0.026, 0.016], [-0.051, 0.010, 0.106], [-0.062, 0.008, 0.090], [-0.022, -0.097, -0.238], [0.021, -0.209, 0.453], [-0.175, -0.071, -0.160], [0.019, 0.282, -0.042], [0.010, -0.206, -0.198], [-0.349, -0.153, 0.160], [0.189, -0.087, 0.014], [0.532, 0.489, -0.476], [-0.051, -0.069, 0.158], [-0.052, 0.092, 0.026], [0.093, 0.018, 0.075], [0.184, -0.045, -0.040], [-0.147, 0.019, -0.021], [0.187, 0.011, -0.052], [-0.119, -0.082, 0.012], [-0.023, 0.021, 0.089], [-0.082, 0.140, -0.034], [0.090, 0.090, 0.020], [0.021, -0.102, 0.039], [-0.034, 0.005, 0.083], [-0.033, -0.132, 0.161], [-0.198, -0.014, 0.095]],
  "e_tot_ha": -2124.05214,
  "homo_lumo_gap_ev": [5.768, 5.804],
  "largest_force_ev_per_a": 0.9,
  "homo_energy_ev": [-6.6773, -6.6894]
}